21
Properties=species:S:1:pos:R:3:nbo_charge:R:1 method="wB97M-V/def2-TZVPD" energy_ev=-99163.923 homo_energy_ev=-3.11 homo_lumo_gap_ev=6.2 lumo_ev=3.102 e_above_lowest_kcal_mol=0.0 charge=-1
O -2.41 -0.52 -1.05 -0.56
C 2.46 -0.75 1.84 0.78
H 1.44 -2.51 1.77 0.49
H 2.15 1.77 1.10 0.23
Br 0.87 1.26 -2.33 0.07
Cl 1.66 3.50 -0.66 -0.05
C -0.21 -0.98 -0.84 -0.44
C 1.29 1.82 -0.62 -0.24
H -3.48 0.44 0.33 0.18
O -1.28 1.12 0.03 -0.62
C -3.58 0.21 -0.83 -0.27
O 3.27 -0.05 2.41 -0.65
C 1.74 1.11 0.45 -0.19
H -3.57 1.28 -1.33 0.18
C -1.24 0.05 -0.54 0.75
O 2.19 -1.98 2.31 -0.71
H 1.33 -2.20 -0.28 0.18
C 0.92 -1.17 -0.11 -0.15
C 1.57 -0.28 0.72 -0.38
H -4.47 -0.32 -0.98 0.18
H -0.65 -1.79 -1.38 0.21

***

22
Properties=species:S:1:pos:R:3:nbo_charge:R:1 method="wB97M-V/def2-TZVPD" energy_ev=-88500.859 homo_energy_ev=-9.78 homo_lumo_gap_ev=9.5 lumo_ev=-0.286 smiles="O=[N+]([O-])[C@@]1(n2cccn2)C=C[C@H](Br)C=N1" e_above_lowest_kcal_mol=30.0
H -3.03 1.87 1.16 0.21
C 0.95 -0.60 1.43 -0.15
O -0.92 -2.77 -0.38 -0.36
C 0.15 -0.74 -0.24 0.34
H 2.67 0.51 -2.05 0.22
H 0.14 -0.35 2.20 0.28
H 2.87 -0.16 2.20 0.25
N -1.28 0.74 0.80 -0.23
C -2.51 1.14 0.59 -0.04
C -2.18 -0.35 -1.01 -0.02
H 3.16 -1.60 -0.07 0.28
H -2.28 -1.08 -1.78 0.24
N -1.09 -0.20 -0.11 -0.23
N 0.17 -2.24 -0.31 0.54
O 1.22 -2.77 -0.50 -0.37
Br 4.70 0.46 0.03 -0.02
C -3.10 0.46 -0.51 -0.32
C 2.95 -0.55 0.06 -0.31
N 0.89 -0.08 -1.19 -0.44
H -4.19 0.38 -0.72 0.23
C 2.22 -0.33 1.29 -0.28
C 2.15 -0.05 -1.19 0.20

***

20
Properties=species:S:1:pos:R:3:nbo_charge:R:1 method="wB97M-V/def2-TZVPD" energy_ev=-67786.248 homo_energy_ev="-7.49 / -7.49" homo_lumo_gap_ev="6.8 / 6.8" lumo_ev="-0.650 / -0.650" smiles="ClC=P(Cl)(Cl)[C@@H]1C=CC=C/C1=C/Cl"
C 3.39 0.43 -0.66 -0.81
H 3.64 0.49 -1.71 0.22
C 0.14 -2.13 0.33 -0.20
Cl 1.51 0.78 1.56 -0.23
C -2.38 0.36 1.15 -0.21
H -3.16 0.56 1.88 0.22
C -1.60 -0.73 1.25 -0.17
P 1.66 0.65 -0.40 1.21
C -2.22 1.27 0.05 -0.22
H -2.93 2.08 -0.05 0.22
Cl 1.48 2.51 -1.07 -0.22
C -1.24 1.11 -0.85 -0.17
C -0.58 -1.00 0.27 -0.10
H 0.01 -2.90 1.08 0.22
Cl 4.11 -0.97 0.07 -0.01
H -1.72 -1.44 2.06 0.22
H -1.16 1.78 -1.70 0.22
H -0.12 -0.46 -1.75 0.25
Cl 1.45 -2.40 -0.74 0.04
C -0.29 0.00 -0.77 -0.49

***

Please write out number 1 again, unchanged.
21
Properties=species:S:1:pos:R:3:nbo_charge:R:1 method="wB97M-V/def2-TZVPD" energy_ev=-99163.923 homo_energy_ev=-3.11 homo_lumo_gap_ev=6.2 lumo_ev=3.102 e_above_lowest_kcal_mol=0.0 charge=-1
O -2.41 -0.52 -1.05 -0.56
C 2.46 -0.75 1.84 0.78
H 1.44 -2.51 1.77 0.49
H 2.15 1.77 1.10 0.23
Br 0.87 1.26 -2.33 0.07
Cl 1.66 3.50 -0.66 -0.05
C -0.21 -0.98 -0.84 -0.44
C 1.29 1.82 -0.62 -0.24
H -3.48 0.44 0.33 0.18
O -1.28 1.12 0.03 -0.62
C -3.58 0.21 -0.83 -0.27
O 3.27 -0.05 2.41 -0.65
C 1.74 1.11 0.45 -0.19
H -3.57 1.28 -1.33 0.18
C -1.24 0.05 -0.54 0.75
O 2.19 -1.98 2.31 -0.71
H 1.33 -2.20 -0.28 0.18
C 0.92 -1.17 -0.11 -0.15
C 1.57 -0.28 0.72 -0.38
H -4.47 -0.32 -0.98 0.18
H -0.65 -1.79 -1.38 0.21

***

Repeat the second record exactly.
22
Properties=species:S:1:pos:R:3:nbo_charge:R:1 method="wB97M-V/def2-TZVPD" energy_ev=-88500.859 homo_energy_ev=-9.78 homo_lumo_gap_ev=9.5 lumo_ev=-0.286 smiles="O=[N+]([O-])[C@@]1(n2cccn2)C=C[C@H](Br)C=N1" e_above_lowest_kcal_mol=30.0
H -3.03 1.87 1.16 0.21
C 0.95 -0.60 1.43 -0.15
O -0.92 -2.77 -0.38 -0.36
C 0.15 -0.74 -0.24 0.34
H 2.67 0.51 -2.05 0.22
H 0.14 -0.35 2.20 0.28
H 2.87 -0.16 2.20 0.25
N -1.28 0.74 0.80 -0.23
C -2.51 1.14 0.59 -0.04
C -2.18 -0.35 -1.01 -0.02
H 3.16 -1.60 -0.07 0.28
H -2.28 -1.08 -1.78 0.24
N -1.09 -0.20 -0.11 -0.23
N 0.17 -2.24 -0.31 0.54
O 1.22 -2.77 -0.50 -0.37
Br 4.70 0.46 0.03 -0.02
C -3.10 0.46 -0.51 -0.32
C 2.95 -0.55 0.06 -0.31
N 0.89 -0.08 -1.19 -0.44
H -4.19 0.38 -0.72 0.23
C 2.22 -0.33 1.29 -0.28
C 2.15 -0.05 -1.19 0.20